No. 1
C31H23BNO7 | ωB97M-V/def2-TZVPD

Geometry (Å):
O -2.97 1.98 -5.73
O 4.10 4.59 1.48
O 0.02 0.82 -3.64
O -5.11 -3.56 4.79
O -4.41 -1.92 -0.26
O 6.90 0.95 -1.28
O -3.45 0.03 -4.97
N -2.73 0.81 -5.81
C 4.52 1.90 -2.43
C 4.25 3.27 -0.47
C 2.58 3.29 -2.19
C -4.34 -6.03 0.52
C -4.67 -5.53 2.85
C 3.04 3.73 -0.96
C 0.12 0.13 -2.29
C -4.69 -1.31 2.00
C -4.92 -3.19 3.65
C -4.99 0.55 4.03
C -5.05 -0.80 4.32
C 6.78 2.33 0.63
C 3.32 2.37 -2.93
C 8.49 2.37 2.31
C 6.57 3.80 2.53
C -4.37 -4.68 0.22
C -4.70 -4.17 2.55
C 6.27 1.80 -0.67
C -1.35 -1.19 -3.94
C -4.78 0.97 2.72
C 7.99 1.87 1.12
C -4.54 -2.29 0.88
C -4.89 -1.73 3.31
C -4.63 0.05 1.70
C 6.06 3.29 1.34
C 4.74 3.79 0.84
C 7.78 3.34 3.01
C -0.03 -0.54 -3.64
C -4.54 -3.75 1.23
C 4.99 2.33 -1.20
C -4.48 -6.45 1.84
B -2.71 -0.30 -3.63
H 1.16 0.38 -2.12
H -2.56 0.72 -2.98
H -1.32 -2.14 -3.41
H -5.21 -1.13 5.34
H -4.20 -6.75 -0.27
H 9.44 2.01 2.69
H 0.87 -1.05 -3.98
H 8.54 1.12 0.57
H -0.69 0.72 -1.87
H -4.73 2.03 2.49
H 8.18 3.74 3.93
H 5.11 1.18 -3.00
H -1.29 -1.40 -5.01
H 2.46 4.44 -0.39
H -4.78 -5.85 3.88
H 2.96 2.03 -3.89
H -4.46 0.36 0.68
H -3.50 -1.00 -3.02
H -4.45 -7.51 2.07
H -5.12 1.28 4.81
H 1.64 3.65 -2.58
H 6.01 4.55 3.07
H -4.25 -4.34 -0.80

As for the net charge: -1. The strongest force on any atom comes out at 0.0689 hartree/bohr. The HOMO-LUMO gap is 0.197 Eh.

Löwdin charges, unit e, in atom order: O -0.023; O 0.101; O -0.133; O 0.092; O 0.134; O 0.101; O -0.160; N -0.125; C 0.001; C -0.087; C -0.042; C -0.060; C -0.012; C 0.002; C -0.020; C -0.077; C -0.279; C -0.067; C -0.013; C -0.081; C -0.047; C -0.065; C -0.007; C 0.004; C -0.086; C -0.279; C -0.150; C -0.056; C -0.007; C -0.276; C -0.087; C 0.008; C -0.081; C -0.278; C -0.065; C -0.416; C -0.077; C -0.087; C -0.068; B -0.493; H 0.072; H 0.046; H 0.079; H 0.116; H 0.105; H 0.103; H 0.125; H 0.118; H 0.092; H 0.107; H 0.103; H 0.120; H 0.082; H 0.120; H 0.116; H 0.115; H 0.130; H 0.044; H 0.102; H 0.102; H 0.118; H 0.118; H 0.127



No. 2
C22H39Cl3N3O3SiSn | ωB97M-V/def2-TZVPD

Geometry (Å):
Sn 0.74 1.82 2.26
Cl 1.71 3.36 0.71
Cl 0.36 -0.28 1.49
Cl -1.55 2.49 1.98
Si -1.01 0.91 -3.15
O 3.32 0.30 1.84
O 0.99 3.57 3.78
O -0.96 -0.44 -2.25
N 3.20 -1.38 0.24
N 0.52 0.53 4.15
N 0.21 5.70 3.50
C -1.65 2.14 -1.85
C -2.12 -2.61 1.72
C -1.56 -2.70 -2.97
C -0.66 -3.68 -2.86
C -1.77 -1.60 -1.92
C -0.31 -4.51 -4.05
C 0.10 -3.21 0.96
C -2.26 0.92 -4.53
C -2.32 -2.50 -4.26
C -1.43 -2.07 -0.52
C -0.91 -3.29 1.92
C 0.03 4.41 3.69
C -2.40 -2.03 0.49
C 3.27 -0.89 1.53
C 3.43 -0.55 -0.92
C -0.88 6.61 3.14
C 3.42 -2.79 -0.01
C -0.14 -2.48 -0.22
C 0.14 -0.52 4.48
C 1.54 6.24 3.74
C -0.25 -1.67 5.26
C 0.83 1.29 -3.11
H -1.15 -4.84 -4.68
H 0.64 -2.24 -0.95
H -3.14 -1.78 -4.15
H 1.05 -3.73 1.11
H -3.24 0.65 -4.12
H 1.50 7.32 3.68
H -2.88 -2.57 2.50
H -3.33 -1.54 0.23
H -0.49 7.44 2.54
H 4.29 -0.99 -1.45
H 2.24 5.86 2.99
H 2.55 -0.59 -1.58
H 0.34 -3.89 -4.67
H -1.29 -1.56 5.61
H -2.76 -3.44 -4.61
H -1.37 7.04 4.03
H -0.82 2.39 -1.17
H 2.74 -3.11 -0.81
H 1.46 0.48 -3.48
H 1.03 1.36 -2.02
H -1.01 4.08 3.79
H -2.40 1.68 -1.19
H 3.23 -1.72 2.26
H 1.89 5.95 4.75
H 0.28 -5.38 -3.79
H -1.62 6.05 2.55
H -2.05 0.28 -5.40
H 3.21 -3.33 0.91
H -2.06 3.02 -2.36
H -1.67 -2.16 -5.07
H 4.46 -2.95 -0.32
H -2.83 -1.28 -1.98
H 3.62 0.48 -0.58
H 0.41 -1.72 6.13
H -0.74 -3.92 2.80
H 1.16 2.22 -3.61
H -0.24 -3.97 -1.90
H -0.20 -2.62 4.69
H -2.44 1.93 -4.94

The value obtained for the energy above the lowest of the compared OMol25 structures with the same formula, charge and spin is 118.3 kJ/mol. As for the net charge: -1. The strongest force on any atom comes out at 0.1003 hartree/bohr. The HOMO-LUMO gap is 0.133 Eh.

Löwdin charges, unit e, in atom order: Sn 0.186; Cl -0.216; Cl 0.213; Cl -0.073; Si 0.395; O -0.093; O -0.253; O -0.172; N -0.210; N -0.014; N -0.186; C -0.164; C -0.104; C -0.213; C -0.103; C -0.246; C -0.102; C -0.139; C -0.176; C -0.062; C -0.209; C -0.142; C -0.419; C -0.042; C -0.389; C -0.037; C -0.047; C -0.093; C -0.163; C -0.247; C -0.051; C -0.064; C -0.157; H 0.071; H 0.103; H 0.068; H 0.088; H 0.035; H 0.072; H 0.097; H 0.113; H 0.082; H 0.084; H 0.085; H 0.074; H 0.078; H 0.092; H 0.073; H 0.080; H 0.006; H 0.080; H 0.014; H 0.028; H 0.064; H 0.024; H 0.130; H 0.091; H 0.063; H 0.089; H 0.016; H 0.067; H 0.025; H 0.086; H 0.084; H 0.140; H 0.095; H 0.087; H 0.091; H 0.037; H 0.092; H 0.061; H 0.029



No. 3
C45H96Br3N7O3 | ωB97M-V/def2-TZVPD

Geometry (Å):
Br 4.97 0.86 1.18
Br 0.33 5.35 0.15
Br -2.84 -2.75 1.69
O 5.89 -2.17 1.84
O -5.10 -8.21 5.95
O 3.06 1.79 -1.21
N 0.49 0.41 0.06
N -3.67 -6.46 -2.59
N -3.94 8.09 -1.78
N 3.15 6.26 1.70
N 8.11 3.16 -2.17
N -5.94 -5.83 4.11
N 7.92 -2.96 3.74
C -3.65 -6.30 -1.07
C -2.55 8.27 0.08
C -4.61 -5.16 -0.73
C 8.88 -2.89 4.93
C 7.40 4.95 -0.80
C -5.92 -4.31 3.80
C 6.07 4.41 -0.80
C -3.83 9.07 0.43
C -4.90 -4.43 -2.03
C -2.36 -5.89 -3.09
C -6.06 5.29 -3.63
C 3.28 4.92 1.74
C 1.44 -0.66 -0.45
C -3.03 7.27 -0.94
C 2.19 6.96 2.52
C 5.52 -2.46 3.12
C -0.30 -5.73 -6.36
C -5.97 -6.69 2.86
C -4.76 6.00 -3.09
C 6.66 -2.23 4.09
C 6.90 2.67 -2.15
C -0.60 -5.67 -4.85
C 9.14 2.49 -3.06
C 7.73 -4.38 3.40
C 0.71 1.73 -0.53
C -7.17 -6.07 5.01
C 5.83 3.26 -1.44
C 2.05 2.33 -0.29
C 8.67 -2.27 2.55
C 0.55 0.42 1.57
C 5.03 5.08 0.06
C -4.66 -6.07 4.88
C 4.23 4.29 0.88
C -3.18 8.73 -2.90
C -3.84 -7.82 -3.05
C 3.97 7.00 0.98
C -5.13 7.29 -2.26
C 4.94 6.44 0.15
C -4.84 -5.54 -3.06
C -5.61 4.13 -4.52
C -4.50 9.27 -0.92
C 8.41 4.27 -1.45
C -0.88 -0.09 -0.40
C -4.22 -7.52 5.10
C -2.11 -5.85 -4.62
H -4.71 -5.31 -4.09
H 9.08 -1.82 5.06
H -8.01 -5.54 4.50
H 8.69 -4.86 3.20
H -2.39 -6.79 -5.01
H -4.68 -5.51 5.84
H -4.13 10.17 -1.33
H 8.95 2.80 -4.08
H 8.37 -3.30 5.83
H -3.84 -5.72 4.26
H -6.39 3.52 -4.89
H -4.15 5.37 -2.48
H 1.93 3.40 -0.45
H -6.12 -3.81 4.74
H 5.57 -1.23 1.62
H -4.10 -4.57 0.06
H -4.16 6.21 -4.01
H -0.10 1.19 2.02
H 3.95 8.11 0.96
H -2.72 8.05 -3.57
H 9.45 4.60 -1.60
H -0.59 -6.73 -6.68
H -3.14 -7.56 5.42
H 1.58 0.58 1.96
H -3.88 -7.87 -4.17
H -5.01 4.45 -5.38
H 1.36 -0.57 -1.56
H -5.68 6.92 -1.40
H -0.99 -0.03 -1.46
H 6.85 -1.19 4.33
H 5.16 -3.50 3.20
H 10.15 2.68 -2.62
H -5.04 3.35 -3.99
H -5.75 8.01 -2.79
H 7.23 -4.89 4.25
H 1.21 6.50 2.53
H -1.01 -1.10 -0.04
H -6.24 -7.71 3.14
H 4.89 2.74 -1.49
H 6.32 -2.69 4.98
H -5.75 -6.20 -2.98
H 0.00 -6.40 -4.34
H 7.61 5.71 -0.11
H -6.73 -4.15 3.05
H -2.18 -4.91 -2.61
H 5.50 7.11 -0.46
H 4.72 -1.80 3.51
H -4.94 -6.69 2.41
H 4.33 3.20 0.91
H -3.63 6.44 -0.54
H -5.59 -5.52 -0.38
H -3.96 9.33 -3.40
H -2.97 -8.51 -2.77
H -2.33 6.81 -1.63
H 8.95 1.39 -3.00
H 0.75 -5.51 -6.56
H 2.55 7.05 3.55
H -0.27 -4.70 -4.47
H 2.34 2.21 0.72
H 8.04 -2.11 1.69
H -6.94 -5.71 6.05
H 1.14 -1.69 -0.30
H -3.79 -7.25 -0.60
H -1.58 0.62 0.09
H -4.33 -8.11 4.12
H 8.93 -1.32 2.90
H 2.49 -0.43 -0.15
H -6.65 -6.27 2.07
H -6.59 4.94 -2.74
H 0.31 -0.61 1.83
H -4.19 -3.63 -2.26
H 6.64 1.81 -2.70
H -4.91 -4.13 3.46
H 9.47 -2.93 2.38
H -2.37 9.34 -2.48
H -4.77 -8.17 -2.64
H -5.58 9.19 -1.00
H -2.63 -6.10 -0.89
H -4.44 8.45 1.09
H 2.63 4.39 2.39
H -0.82 -5.00 -6.97
H -6.60 6.03 -4.17
H 0.52 1.64 -1.58
H -0.12 2.34 -0.15
H -1.73 8.91 -0.23
H -3.71 10.04 0.92
H 9.79 -3.38 4.69
H 3.65 1.23 -0.68
H 7.05 -4.43 2.55
H -2.04 7.72 0.91
H -1.53 -6.53 -2.67
H -7.47 -7.08 5.09
H -5.08 -8.00 6.88
H -2.64 -5.01 -5.10
H 2.06 7.98 2.14
H -5.86 -3.96 -2.02

As for the net charge: +4. The strongest force on any atom comes out at 0.0583 hartree/bohr. The HOMO-LUMO gap is 0.208 Eh.

Löwdin population analysis, charges in e, atoms 1 to 99: Br 0.092; Br -0.252; Br -0.549; O -0.146; O -0.052; O -0.155; N -0.352; N -0.277; N -0.280; N -0.109; N -0.085; N -0.332; N -0.338; C -0.073; C -0.155; C -0.162; C 0.030; C 0.072; C 0.027; C -0.107; C -0.116; C -0.149; C -0.131; C -0.223; C 0.004; C 0.012; C -0.140; C -0.045; C -0.292; C -0.091; C 0.009; C -0.168; C -0.111; C 0.013; C -0.252; C 0.059; C 0.001; C -0.163; C 0.023; C 0.037; C -0.265; C 0.065; C 0.029; C -0.121; C -0.132; C 0.034; C 0.028; C -0.018; C 0.001; C -0.108; C 0.036; C -0.057; C -0.110; C -0.063; C 0.023; C 0.005; C -0.238; C -0.177; H 0.115; H 0.111; H 0.124; H 0.117; H 0.086; H 0.154; H 0.113; H 0.107; H 0.129; H 0.122; H 0.053; H 0.094; H 0.007; H 0.106; H -0.098; H 0.004; H 0.121; H 0.124; H 0.167; H 0.091; H 0.159; H 0.080; H 0.151; H 0.096; H 0.122; H 0.083; H 0.117; H 0.137; H 0.099; H 0.150; H 0.127; H 0.125; H 0.080; H 0.132; H 0.130; H 0.030; H 0.021; H 0.105; H 0.092; H 0.119; H 0.157



Looking at E_tot for the records above, in order, we have -1801.3460, -3136.1264, -10102.0235 Eh.